Here is a molecular structure, C34H27Br2CdFN2OP from the OMol25 dataset. Energies are from the ωB97M-V functional and the def2-TZVPD basis.

Each line ends with the Mulliken charge.
Atoms and positions in Å:
Cd -11.742 -13.160 -1.374  1.11
Br -16.971 -18.174 -2.987  -0.28
C -16.067 -16.500 -2.880  -0.01
C -15.611 -15.911 -4.059  -0.47
C -14.751 -14.862 -3.991  -0.49
C -14.377 -14.250 -2.752  0.37
O -13.573 -13.235 -2.696  -0.95
C -14.996 -14.793 -1.516  0.26
C -14.735 -14.186 -0.207  -0.59
N -13.628 -13.607 0.124  0.26
C -13.492 -13.025 1.379  -0.37
C -14.057 -13.516 2.577  -0.27
C -14.019 -12.821 3.777  -0.86
C -13.305 -11.636 3.817  -0.61
C -12.750 -11.076 2.644  0.51
C -12.214 -9.766 2.602  -0.94
C -11.652 -9.284 1.453  -0.77
C -11.483 -10.164 0.377  -0.33
N -11.990 -11.417 0.341  -0.09
C -12.685 -11.846 1.439  0.67
C -15.777 -15.935 -1.612  -0.59
H -15.947 -16.272 -5.029  0.38
H -14.281 -14.523 -4.904  0.40
H -15.512 -14.423 0.541  0.38
H -14.547 -14.484 2.531  0.47
H -14.493 -13.216 4.674  0.35
H -13.152 -11.075 4.748  0.30
H -12.324 -9.155 3.498  0.34
H -11.345 -8.250 1.360  0.38
H -11.064 -9.789 -0.559  0.39
H -16.176 -16.411 -0.717  0.42
Br -11.841 -16.502 -1.551  -0.10
C -10.819 -16.432 -3.139  0.19
C -10.705 -17.622 -3.855  -0.47
C -10.081 -17.707 -5.087  -0.82
C -9.494 -16.575 -5.591  -0.58
C -9.611 -15.337 -4.971  0.98
C -9.052 -14.196 -5.617  -1.00
C -9.188 -12.972 -5.018  -0.55
C -9.921 -12.812 -3.800  0.06
C -10.479 -13.909 -3.155  -1.54
C -10.327 -15.214 -3.679  1.44
H -11.176 -18.497 -3.429  0.40
H -10.050 -18.641 -5.642  0.37
H -9.034 -16.606 -6.576  0.30
H -8.583 -14.313 -6.607  0.27
H -8.666 -12.116 -5.446  0.35
H -10.016 -11.795 -3.419  0.40
F -9.919 -13.899 0.023  -0.41
C -7.421 -11.487 -0.286  -1.49
P -8.516 -13.037 0.099  1.57
C -7.356 -14.175 -0.616  -1.47
C -8.243 -13.190 1.850  0.42
C -8.279 -14.465 2.403  -0.45
C -8.195 -14.619 3.785  -0.59
C -8.218 -13.506 4.624  -0.52
C -8.243 -12.212 4.070  -0.55
C -8.170 -12.035 2.693  -0.39
H -7.914 -10.614 0.120  0.36
H -7.327 -11.431 -1.378  0.41
H -6.427 -11.607 0.207  0.42
H -6.332 -14.065 -0.242  0.37
H -7.358 -13.984 -1.711  0.39
H -7.730 -15.207 -0.514  0.38
H -8.404 -15.319 1.735  0.20
H -8.124 -15.603 4.209  0.39
H -8.304 -13.619 5.688  0.38
H -8.249 -11.315 4.681  0.38
H -8.003 -11.039 2.275  0.17

Summary:
- Highest occupied orbital energy (alpha / beta): -1.93 / -4.18 eV
- Total charge: -1
- Multiplicity: 1
- Maximum force: 0.05648 Eh/bohr
- ΔE to the lowest compared entry with this formula, charge and spin: 278.5 kJ/mol

Here is a molecular structure, C34H27FN3O4PSTi from the OMol25 dataset. Energies are from the ωB97M-V functional and the def2-TZVPD basis.

Each line ends with the Löwdin spin population.
Atoms and positions in Å:
Ti -1.152 0.485 -0.564  0.92
O 0.477 -2.319 -3.367  0.06
C 0.247 -1.281 -2.535  0.17
O -0.513 -1.430 -1.535  0.12
C 0.938 -0.075 -2.756  0.17
C 1.988 0.190 -3.681  0.07
C 2.751 1.306 -3.498  0.07
C 2.526 2.160 -2.383  0.15
C 1.449 1.865 -1.573  0.02
N 0.631 0.847 -1.793  0.18
C 1.095 2.517 -0.281  0.00
O 1.780 3.566 0.155  0.00
O 0.229 2.031 0.418  0.00
H -0.004 -3.076 -3.005  0.00
H 2.181 -0.501 -4.489  0.00
H 3.561 1.524 -4.181  0.00
H 3.194 2.989 -2.188  0.01
H 2.456 3.810 -0.491  0.00
N -1.959 1.039 2.738  0.00
C -0.970 0.594 3.599  0.00
C -0.976 1.007 4.942  0.00
C -0.011 0.580 5.827  0.00
C 1.001 -0.286 5.415  0.00
C 1.034 -0.681 4.094  0.00
C 0.084 -0.237 3.168  0.00
P 0.261 -0.715 1.423  0.01
C 2.025 -0.413 1.057  0.00
C 2.762 0.562 1.722  0.00
C 4.038 0.899 1.286  0.00
C 4.589 0.269 0.179  0.00
C 3.860 -0.706 -0.491  0.00
C 2.589 -1.042 -0.056  0.00
C 0.122 -2.537 1.462  0.00
C -1.126 -3.089 1.174  0.00
C -1.312 -4.462 1.240  0.00
C -0.254 -5.297 1.572  0.00
C 0.993 -4.754 1.846  0.00
C 1.179 -3.380 1.794  0.00
H -2.726 1.524 3.173  0.00
H -2.252 0.422 1.991  0.00
H -1.769 1.665 5.279  0.00
H -0.050 0.916 6.856  0.00
H 1.747 -0.638 6.114  0.00
H 1.822 -1.343 3.756  0.00
H 2.335 1.069 2.579  0.00
H 4.600 1.657 1.816  0.00
H 5.583 0.533 -0.158  0.00
H 4.278 -1.199 -1.359  0.00
H 2.022 -1.796 -0.588  0.00
H -1.945 -2.437 0.895  0.00
H -2.286 -4.881 1.024  0.00
H -0.400 -6.369 1.613  0.00
H 1.824 -5.400 2.101  0.00
H 2.159 -2.966 2.003  0.00
S -3.448 4.154 -2.326  0.00
C -2.630 4.742 -0.943  0.00
C -1.910 3.767 -0.321  0.00
C -2.008 2.477 -0.937  -0.01
C -2.822 2.567 -2.036  0.00
C -3.176 1.397 -2.817  0.00
C -4.073 1.400 -3.884  0.00
C -4.404 0.206 -4.490  0.00
C -3.848 -0.971 -4.009  0.00
C -2.953 -0.890 -2.959  0.01
N -2.596 0.261 -2.387  0.00
H -2.721 5.781 -0.665  0.00
H -1.333 3.960 0.574  0.00
H -4.511 2.333 -4.213  0.00
H -5.102 0.189 -5.317  0.00
H -4.099 -1.933 -4.432  0.00
H -2.500 -1.777 -2.541  0.00
F -2.570 -0.380 0.364  0.03

Summary:
- Highest occupied orbital energy (alpha / beta): -5.92 / -7.82 eV
- Multiplicity: 3
- ⟨S²⟩: 2.017
- Maximum force: 0.00927 Eh/bohr
- ΔE to the lowest compared entry with this formula, charge and spin: 12.1 kJ/mol

Here is a molecular structure, C34H28AuBrN2O3Se2 from the OMol25 dataset. Energies are from the ωB97M-V functional and the def2-TZVPD basis.

Each line ends with the Mulliken charge.
Atoms and positions in Å:
Au 0.592 -0.651 -1.200  1.11
Se -1.277 -2.939 1.045  -0.12
Se 1.023 -2.406 0.923  0.17
C 1.103 -0.716 1.828  0.61
C 0.859 -0.555 3.181  -0.95
C 1.098 0.700 3.729  -0.29
C 1.607 1.706 2.922  -0.72
C 1.805 1.433 1.576  -0.93
N 1.542 0.255 1.046  0.16
C -1.338 -3.470 -0.809  0.44
C -2.320 -4.367 -1.227  -0.88
C -2.278 -4.805 -2.535  -0.26
C -1.283 -4.328 -3.383  -0.87
C -0.367 -3.426 -2.877  -0.44
N -0.400 -3.014 -1.618  0.16
H 0.494 -1.383 3.774  0.48
H 0.904 0.891 4.774  0.44
H 1.843 2.683 3.315  0.59
H 2.183 2.181 0.892  0.56
H -3.074 -4.704 -0.530  0.39
H -3.003 -5.522 -2.891  0.40
H -1.222 -4.654 -4.410  0.45
H 0.421 -2.999 -3.485  0.46
C -1.520 -0.420 -5.479  -1.23
C -1.264 -0.263 -3.986  -0.15
O 0.119 -0.269 -3.679  -0.27
H -2.590 -0.477 -5.660  0.36
H -1.052 -1.334 -5.837  0.28
H -1.117 0.421 -6.038  0.35
H -1.676 -1.115 -3.445  0.23
H -1.738 0.653 -3.613  0.29
H 0.526 0.537 -4.020  0.21
Br 8.572 -1.695 0.651  -0.21
C 7.200 -1.146 -0.553  -0.03
C 7.536 -0.418 -1.681  -0.38
C 6.534 -0.040 -2.560  -0.55
C 5.219 -0.377 -2.304  -0.50
C 4.897 -1.092 -1.156  0.24
C 5.893 -1.488 -0.273  -0.35
C 3.457 -1.373 -0.821  0.78
O 3.232 -1.857 0.304  -0.82
O 2.621 -1.072 -1.708  -0.82
H 8.565 -0.153 -1.863  0.40
H 6.790 0.526 -3.444  0.40
H 4.421 -0.091 -2.975  0.40
H 5.625 -2.047 0.611  0.51
C -0.977 0.133 -0.374  -0.72
C -1.615 0.753 0.460  -0.27
C -2.271 1.502 1.437  0.54
C -3.602 1.196 1.864  0.68
C -4.210 -0.024 1.516  -0.36
C -5.502 -0.303 1.900  -0.69
C -6.231 0.613 2.650  -0.42
C -5.654 1.828 2.989  -0.83
C -4.369 2.127 2.594  -0.42
C -1.519 2.611 1.991  0.86
C -1.591 2.941 3.353  -0.27
C -0.924 4.039 3.852  -0.83
C -0.152 4.832 3.016  -0.64
C -0.019 4.483 1.680  -0.53
C -0.686 3.387 1.175  -0.73
H -3.635 -0.749 0.953  0.36
H -5.954 -1.244 1.621  0.42
H -7.239 0.386 2.961  0.40
H -6.220 2.549 3.564  0.40
H -3.951 3.097 2.818  0.56
H -2.164 2.309 4.016  0.69
H -1.007 4.289 4.902  0.40
H 0.334 5.718 3.399  0.41
H 0.601 5.082 1.026  0.43
H -0.607 3.128 0.128  0.47

Summary:
- Highest occupied orbital energy (alpha / beta): -6.47 / -6.76 eV
- Multiplicity: 1
- Maximum force: 0.07995 Eh/bohr
- ΔE to the lowest compared entry with this formula, charge and spin: 38.8 kJ/mol

Here is a molecular structure, C34H28BrCl2FN3O3S2Ti from the OMol25 dataset. Energies are from the ωB97M-V functional and the def2-TZVPD basis.

Each line ends with the Mulliken charge.
Atoms and positions in Å:
Ti 0.458 0.971 0.618  0.33
O 1.876 -0.703 -5.861  -0.56
C 1.412 -0.418 -4.633  0.63
C 1.363 -1.339 -3.588  -1.09
C 0.874 -0.913 -2.373  -0.36
N 0.435 0.326 -2.115  1.13
C 0.474 1.168 -3.141  -0.15
Br -0.229 2.905 -2.884  -0.05
C 0.947 0.870 -4.405  -0.93
H 2.165 -1.621 -5.911  0.32
H 1.699 -2.359 -3.718  0.45
H 0.852 -1.608 -1.544  0.35
H 0.950 1.607 -5.193  0.52
O 1.677 2.060 -0.241  0.04
C 2.744 2.000 -1.033  -0.03
C 3.100 3.125 -1.782  -0.33
C 4.172 3.079 -2.646  -0.51
C 4.918 1.910 -2.784  -1.04
C 4.588 0.808 -2.027  -0.81
C 3.512 0.837 -1.130  0.77
C 3.205 -0.317 -0.299  -0.22
N 2.116 -0.525 0.437  1.20
C 2.274 -1.773 1.018  -0.54
C 3.455 -2.309 0.635  -1.22
N 4.030 -1.381 -0.197  -0.01
H 2.506 4.020 -1.665  0.54
H 4.431 3.957 -3.222  0.46
H 5.750 1.869 -3.473  0.45
H 5.169 -0.099 -2.146  0.33
H 1.558 -2.199 1.693  0.49
H 3.934 -3.236 0.893  0.46
H 4.945 -1.444 -0.608  0.18
Cl 0.044 -0.483 3.019  -0.09
C -0.076 0.714 4.275  0.59
C -0.577 0.347 5.508  -0.78
C -0.688 1.323 6.485  -0.48
C -0.303 2.627 6.209  -0.75
C 0.196 2.961 4.961  0.40
Cl 0.649 4.599 4.664  -0.18
C 0.327 2.003 3.950  -0.30
S 1.002 2.414 2.384  -0.30
H -0.875 -0.674 5.695  0.47
H -1.076 1.069 7.461  0.41
H -0.388 3.399 6.961  0.46
F -5.870 0.657 3.334  -0.36
C -4.790 0.982 2.597  0.51
C -4.764 0.647 1.258  -0.81
C -3.634 0.965 0.519  -0.11
C -2.540 1.618 1.087  0.64
C -1.345 1.956 0.254  -1.52
C -2.637 1.985 2.431  -0.17
C -3.746 1.661 3.197  -0.94
H -5.619 0.159 0.810  0.46
H -3.612 0.730 -0.540  0.36
H -1.083 3.015 0.313  0.58
H -1.543 1.703 -0.788  0.22
H -1.841 2.557 2.886  0.78
H -3.819 1.946 4.238  0.50
C -2.722 -2.119 1.312  -0.93
S -1.094 -2.140 0.592  0.32
O -0.784 -0.690 0.248  0.21
C -1.463 -2.878 -0.973  0.57
C -2.129 -2.133 -1.939  -0.13
C -2.368 -2.712 -3.174  -0.76
C -1.945 -4.013 -3.427  -0.52
C -1.276 -4.741 -2.454  -0.71
C -1.020 -4.169 -1.214  -0.47
H -3.429 -1.709 0.598  0.30
H -2.684 -1.505 2.210  0.23
H -2.962 -3.155 1.555  0.53
H -2.424 -1.111 -1.740  0.22
H -2.881 -2.148 -3.941  0.48
H -2.139 -4.460 -4.392  0.43
H -0.948 -5.750 -2.659  0.44
H -0.484 -4.715 -0.449  0.47

Summary:
- Highest occupied orbital energy: -10.43 eV
- Total charge: +1
- Multiplicity: 1
- Maximum force: 0.01804 Eh/bohr
- ΔE to the lowest compared entry with this formula, charge and spin: 102.0 kJ/mol